[1]
DFT (wB97M-V/def2-TZVPD) results for C39H53BrF4GeN2O6PSiTi as an isolated structure.

```
! wB97M-V def2-TZVPD RIJCOSX def2/J DEFGRID3
* xyz -1 3
Ti 0.16 -0.65 1.29
F -1.03 2.57 4.35
C -1.65 2.02 3.29
C -2.99 1.57 3.44
F -3.67 1.89 4.56
C -3.56 0.85 2.43
F -4.83 0.43 2.63
C -2.92 0.56 1.22
P -3.72 -0.42 -0.07
C -5.35 0.42 -0.33
C -6.56 0.07 0.27
C -7.72 0.77 -0.03
C -7.69 1.83 -0.92
C -6.49 2.19 -1.53
C -5.34 1.47 -1.24
C -4.23 -1.98 0.76
C -5.00 -2.89 0.05
C -5.32 -4.14 0.57
C -4.85 -4.50 1.83
C -4.07 -3.60 2.55
C -3.77 -2.35 2.02
C -1.54 1.02 1.03
Br 0.05 -0.96 3.80
C -1.01 1.76 2.14
F 0.30 2.11 2.04
H -6.59 -0.74 0.99
H -8.65 0.49 0.45
H -8.60 2.38 -1.15
H -6.46 3.01 -2.23
H -4.41 1.73 -1.73
H -5.37 -2.63 -0.94
H -5.92 -4.83 0.00
H -5.09 -5.47 2.25
H -3.69 -3.87 3.53
H -3.14 -1.67 2.59
C 1.49 -6.30 1.91
N 0.76 -5.13 1.44
C -0.45 -5.29 0.84
C -1.20 -4.26 0.41
C -0.63 -2.96 0.63
O -1.23 -1.87 0.33
N 0.56 -2.81 1.21
C 1.31 -3.85 1.67
O 2.38 -3.74 2.23
H 0.99 -6.75 2.77
H 2.48 -5.97 2.20
H 1.56 -7.04 1.11
H -0.79 -6.32 0.75
H -2.17 -4.37 -0.04
C 3.57 1.20 2.39
C 4.70 1.12 1.38
C 5.90 0.39 1.96
C 5.10 2.52 0.90
O 4.31 0.35 0.23
Si 2.92 0.31 -0.62
O 1.66 -0.08 0.30
O 3.16 -0.73 -1.85
C 3.82 -1.99 -1.97
C 3.47 -2.50 -3.37
C 5.33 -1.80 -1.84
C 3.30 -2.94 -0.91
O 2.60 1.78 -1.28
C 2.84 2.30 -2.58
C 2.53 3.79 -2.51
C 4.30 2.09 -2.97
C 1.91 1.63 -3.58
H 3.93 1.71 3.29
H 3.23 0.20 2.67
H 2.72 1.76 2.00
H 6.30 0.94 2.82
H 6.69 0.30 1.21
H 5.61 -0.61 2.29
H 5.41 3.14 1.75
H 4.25 3.00 0.41
H 5.93 2.46 0.19
H 3.84 -1.80 -4.12
H 2.39 -2.59 -3.47
H 3.93 -3.48 -3.55
H 5.69 -1.11 -2.60
H 5.83 -2.76 -1.98
H 5.58 -1.41 -0.86
H 2.22 -3.06 -1.02
H 3.49 -2.55 0.09
H 3.77 -3.92 -0.99
H 3.16 4.27 -1.75
H 1.49 3.95 -2.24
H 2.73 4.27 -3.47
H 4.96 2.52 -2.21
H 4.52 2.57 -3.93
H 4.52 1.02 -3.06
H 0.87 1.77 -3.28
H 2.11 0.56 -3.63
H 2.04 2.06 -4.58
C 0.09 4.48 0.13
Ge -1.42 3.45 -0.59
C -3.07 4.01 0.33
C -1.63 3.82 -2.51
C -1.12 1.52 -0.36
H 0.24 5.41 -0.43
H 1.01 3.89 0.07
H -0.09 4.72 1.17
H -3.42 4.96 -0.08
H -2.89 4.12 1.40
H -3.86 3.26 0.19
H -1.40 4.86 -2.74
H -2.66 3.62 -2.82
H -0.98 3.19 -3.12
H -0.07 1.32 -0.59
H -1.72 1.01 -1.11
*
```

Values from the calculation:
ΔE to the lowest compared entry with this formula, charge and spin   0.00 kcal/mol
Highest occupied orbital energy (spin up / spin down)   -2.705 / -5.522 eV
Kohn-Sham gap (spin up / spin down)   0.186 / 0.289 hartree
<S²>   2.0222


[2]
DFT (wB97M-V/def2-TZVPD) results for C22H33Cl2N4NiO3 as an isolated structure at a distorted geometry.

```
! wB97M-V def2-TZVPD RIJCOSX def2/J DEFGRID3
* xyz -1 3
O -0.57 1.89 -0.84
C -1.41 1.71 -1.73
C -1.04 2.06 -3.14
C 0.11 2.82 -3.42
H 0.71 3.22 -2.60
C 0.47 3.11 -4.74
H 1.34 3.74 -4.94
C -0.27 2.60 -5.81
H 0.05 2.76 -6.84
C -1.43 1.87 -5.54
H -2.04 1.48 -6.34
C -1.82 1.63 -4.22
H -2.75 1.11 -4.03
H -3.35 0.71 -2.19
C -3.43 2.79 -1.46
C -2.85 1.38 -1.44
H -4.40 2.82 -0.96
H -3.56 3.10 -2.50
H -2.74 3.50 -0.95
C -2.94 0.63 -0.15
C -3.61 1.00 1.10
H -2.54 -0.38 -0.17
H -4.58 1.52 1.03
H -2.96 1.57 1.77
H -3.80 0.04 1.60
Ni 1.57 1.23 0.22
Cl 2.57 3.09 0.19
Cl 0.79 -0.67 -0.58
H 4.38 -0.92 -2.33
H 5.98 0.64 -0.73
C 3.64 -0.50 -1.64
C 5.12 0.71 -0.06
N 4.18 -0.37 -0.30
H 2.76 -1.15 -1.59
C 3.98 -1.32 0.66
O 3.13 -2.22 0.62
H 5.45 0.65 0.98
H 4.67 -1.19 1.53
H 3.33 0.49 -1.99
H 4.62 1.68 -0.21
H -1.56 -5.98 2.10
H -0.10 -5.54 -0.14
C -2.15 -5.11 1.77
C -0.84 -4.74 -0.30
N -1.33 -4.22 0.97
H -2.52 -4.56 2.64
C -0.98 -3.00 1.44
O -1.31 -2.54 2.53
H -0.37 -3.92 -0.86
H -0.36 -2.43 0.71
H -2.98 -5.48 1.16
H -1.68 -5.16 -0.87
N 0.48 -0.12 6.05
C 0.64 0.16 4.74
C 1.03 -0.85 3.84
C 1.20 -0.54 2.51
N 1.10 0.73 2.04
C 0.62 1.70 2.87
C 0.43 1.46 4.22
H 0.62 -1.06 6.41
H 0.19 0.58 6.73
H 1.15 -1.88 4.17
H 1.40 -1.31 1.77
H 0.41 2.66 2.39
H 0.11 2.27 4.87
*
```

Values from the calculation:
ΔE to the lowest compared entry with this formula, charge and spin   12.75 kcal/mol
Highest occupied orbital energy (spin up / spin down)   -3.261 / -2.614 eV
Kohn-Sham gap (spin up / spin down)   0.224 / 0.200 hartree
<S²>   2.0106


[3]
DFT (wB97M-V/def2-TZVPD) results for a 9-piece molecular cluster, C42H101N15O10P4 overall at a distorted geometry.

```
! wB97M-V def2-TZVPD RIJCOSX def2/J DEFGRID3
* xyz 0 1
C -6.35 0.58 -3.42
N -5.08 0.04 -2.93
C -3.94 0.10 -3.81
P -5.02 -0.54 -1.38
O -6.36 -0.57 -0.74
N -4.23 -1.99 -1.52
C -3.46 -2.53 -0.44
C -4.58 -2.91 -2.55
N -3.97 0.40 -0.51
C -2.55 0.43 -0.78
C -4.50 1.44 0.34
H -6.75 1.31 -2.71
H -7.10 -0.20 -3.57
H -6.17 1.02 -4.40
H -4.23 -0.23 -4.81
H -3.16 -0.58 -3.44
H -3.46 1.08 -3.84
H -2.48 -2.90 -0.77
H -3.38 -1.83 0.38
H -4.02 -3.38 -0.01
H -5.31 -2.46 -3.22
H -3.70 -3.29 -3.08
H -5.09 -3.79 -2.12
H -2.28 1.02 -1.66
H -2.07 0.84 0.11
H -2.14 -0.57 -0.90
H -4.50 2.42 -0.17
H -3.89 1.59 1.24
H -5.51 1.21 0.66
C 3.19 -1.70 -5.82
N 3.49 -0.88 -4.67
C 2.90 0.45 -4.71
P 4.44 -1.44 -3.43
O 4.54 -0.40 -2.40
N 3.76 -2.87 -2.97
C 3.82 -4.12 -3.73
C 2.91 -2.95 -1.79
N 5.82 -1.97 -4.18
C 6.65 -3.01 -3.56
C 6.46 -1.18 -5.22
H 2.23 -2.22 -5.69
H 3.94 -2.49 -5.92
H 3.22 -1.09 -6.72
H 1.82 0.40 -4.58
H 3.14 0.97 -5.65
H 3.34 1.07 -3.93
H 2.83 -4.41 -4.10
H 4.53 -4.05 -4.55
H 4.13 -4.92 -3.05
H 2.41 -3.92 -1.81
H 3.45 -2.89 -0.84
H 2.18 -2.14 -1.75
H 7.32 -3.44 -4.31
H 7.23 -2.63 -2.72
H 6.02 -3.82 -3.21
H 7.17 -0.45 -4.85
H 5.73 -0.70 -5.86
H 7.02 -1.86 -5.87
C -2.01 4.72 1.32
N -3.29 5.38 1.25
C -3.90 5.46 -0.07
P -4.21 5.76 2.56
O -5.42 6.53 2.22
N -4.53 4.39 3.41
C -3.55 3.54 4.06
C -5.87 3.85 3.45
N -3.13 6.55 3.54
C -3.46 6.70 4.95
C -2.34 7.64 2.99
H -1.50 4.86 2.27
H -1.33 5.10 0.55
H -2.07 3.64 1.14
H -4.29 6.47 -0.24
H -4.74 4.77 -0.22
H -3.12 5.36 -0.83
H -3.40 2.57 3.58
H -2.59 4.06 4.08
H -3.84 3.39 5.11
H -6.62 4.63 3.38
H -5.98 3.03 2.73
H -6.03 3.38 4.43
H -4.49 6.40 5.12
H -2.75 6.14 5.56
H -3.31 7.73 5.27
H -1.59 7.93 3.72
H -2.97 8.52 2.81
H -1.99 7.35 2.00
C 0.59 -3.03 0.67
N 0.65 -4.45 1.06
C -0.63 -5.10 1.19
P 2.07 -5.13 1.54
O 3.24 -4.26 1.38
N 1.86 -5.75 3.08
C 1.30 -4.88 4.14
C 2.98 -6.56 3.53
N 2.17 -6.55 0.69
C 1.27 -7.65 0.92
C 2.73 -6.46 -0.65
H -0.34 -2.63 1.08
H 0.50 -3.05 -0.42
H 1.45 -2.49 1.02
H -0.60 -5.90 1.92
H -0.93 -5.54 0.23
H -1.39 -4.36 1.44
H 0.24 -4.79 3.87
H 1.35 -5.39 5.10
H 1.76 -3.90 4.17
H 2.65 -7.25 4.31
H 3.38 -7.14 2.70
H 3.82 -5.97 3.91
H 1.63 -8.55 0.42
H 1.21 -7.88 1.98
H 0.25 -7.48 0.55
H 3.55 -5.73 -0.62
H 2.01 -6.10 -1.40
H 3.13 -7.43 -0.96
O -0.41 -1.32 -2.77
C -0.57 -2.13 -3.58
O -0.16 -3.42 -3.47
C -0.21 -3.97 -4.78
C -1.37 -3.21 -5.36
O -1.18 -1.92 -4.76
H 0.72 -3.70 -5.30
H -0.28 -5.05 -4.84
H -2.36 -3.58 -5.09
H -1.34 -3.11 -6.45
O 4.04 3.98 -4.30
C 4.73 3.94 -3.37
O 5.93 3.34 -3.34
C 6.52 3.48 -2.03
C 5.32 3.94 -1.21
O 4.41 4.43 -2.15
H 6.77 2.45 -1.78
H 7.38 4.14 -2.09
H 5.58 4.71 -0.48
H 4.96 3.12 -0.58
C -0.35 -1.96 3.94
C -0.61 -0.45 3.92
C -1.18 0.08 5.27
C -2.11 -0.84 5.92
N -2.89 -1.55 6.41
H 0.43 -2.14 3.19
H -1.22 -2.54 3.63
H 0.08 -2.27 4.89
H -1.25 -0.17 3.09
H 0.37 0.02 3.90
H -1.76 0.99 5.11
H -0.36 0.33 5.95
C 0.21 6.02 5.41
C 1.21 5.76 4.29
C 1.64 4.28 4.28
C 0.58 3.43 3.76
N -0.24 2.77 3.29
H 0.69 5.92 6.38
H -0.62 5.31 5.34
H -0.26 7.00 5.29
H 2.12 6.33 4.48
H 0.82 5.99 3.30
H 1.86 3.93 5.29
H 2.55 4.12 3.70
C 0.71 0.53 0.43
C 0.71 1.55 -0.69
C 1.90 2.50 -0.56
C 1.56 3.70 0.25
N 1.36 4.64 0.86
H -0.06 -0.23 0.32
H 0.55 1.09 1.36
H 1.69 0.04 0.47
H -0.21 2.14 -0.63
H 0.70 1.07 -1.67
H 2.23 3.01 -1.47
H 2.71 2.00 -0.04
*
```

Values from the calculation:
Highest occupied orbital energy   -8.063 eV
Kohn-Sham gap   0.302 hartree
SMILES   CN(C)P(=O)(N(C)C)N(C)C.CN(C)P(=O)(N(C)C)N(C)C.CN(C)P(=O)(N(C)C)N(C)C.CN(C)P(=O)(N(C)C)N(C)C.O=C1OCCO1.O=C1OCCO1.CCCC#N.CCCC#N.CCCC#N


[4]
DFT (wB97M-V/def2-TZVPD) results for C31H33CaClN2O2Si2 as an isolated structure at a distorted geometry.

```
! wB97M-V def2-TZVPD RIJCOSX def2/J DEFGRID3
* xyz 0 1
C -1.52 -0.77 4.45
C -2.36 -0.48 3.34
C -2.52 -1.67 2.59
H -2.89 0.47 3.16
C -1.77 -2.70 3.22
C -1.16 -2.15 4.38
H -0.60 -2.70 5.14
H -1.37 -0.12 5.31
H -3.17 -1.80 1.72
H -1.74 -3.75 2.92
Ca 0.05 -0.93 2.11
Si 2.77 2.59 -0.24
C 1.01 3.16 -0.49
C 0.86 4.39 -1.14
H 1.74 4.90 -1.54
C -0.40 4.99 -1.28
H -0.49 5.97 -1.76
C -1.54 4.33 -0.80
H -2.53 4.80 -0.91
C -1.41 3.06 -0.23
H -2.29 2.53 0.11
C -0.15 2.46 -0.13
H -0.08 1.40 0.15
C -0.26 -1.49 -0.57
C -1.66 -1.61 -0.75
H -2.23 -0.76 -1.13
C -2.27 -2.86 -0.58
H -3.33 -2.99 -0.87
C -1.55 -3.95 -0.09
H -2.02 -4.93 -0.02
C -0.23 -3.78 0.35
H 0.31 -4.61 0.80
C 0.42 -2.56 0.12
H 1.50 -2.48 0.32
H 2.92 1.16 -0.67
Si 0.82 -0.54 -1.76
C 1.00 -1.88 -3.10
C 0.30 -1.84 -4.32
H -0.06 -0.89 -4.72
C 0.01 -3.04 -5.00
H -0.60 -3.00 -5.90
C 0.50 -4.26 -4.52
H 0.24 -5.19 -5.02
C 1.36 -4.27 -3.42
H 1.81 -5.20 -3.08
C 1.66 -3.08 -2.74
H 2.35 -3.09 -1.90
C 0.20 0.89 -2.89
C -1.14 1.13 -3.20
H -1.92 0.47 -2.83
C -1.50 2.23 -3.99
H -2.55 2.45 -4.18
C -0.52 3.08 -4.53
H -0.79 3.96 -5.10
C 0.83 2.78 -4.30
H 1.60 3.43 -4.72
C 1.19 1.70 -3.50
H 2.24 1.49 -3.31
H 3.63 3.53 -0.88
Cl 3.24 2.52 1.79
C 2.30 -0.13 6.87
O 1.78 0.94 6.02
C 1.30 0.59 4.82
O 1.38 -0.53 4.27
N 0.66 1.65 4.26
N 0.24 1.50 2.88
H 2.59 0.38 7.79
H 3.16 -0.61 6.40
H 1.52 -0.88 7.07
H 0.91 2.57 4.62
H 0.90 2.03 2.30
H -0.66 1.99 2.81
*
```

Values from the calculation:
ΔE to the lowest compared entry with this formula, charge and spin   0.00 kcal/mol
Highest occupied orbital energy (spin up / spin down)   -5.261 / -5.262 eV
Kohn-Sham gap (spin up / spin down)   0.197 / 0.197 hartree